Record 1
135
Properties=species:S:1:pos:R:3 method="wB97M-V/def2-TZVPD" smiles=COC[C@H](C)N.COC[C@H](C)N.COC[C@H](C)N.COCCNCCOC.COCCNCCOC.COCCNCCOC.CO.CO charge=0 e_above_lowest_kcal_mol=91.3 homo_lumo_gap_ev=8.61 max_force_ev_per_a=3.5 energy_ha=-2426.5544 e_lumo_ev=0.44
C -26.1922 1.6675 -28.4651
O -26.3072 2.3176 -27.1830
C -25.8505 1.7175 -26.0390
C -26.5665 2.4012 -24.8854
C -26.6258 3.9896 -24.8585
N -26.0503 2.0587 -23.5425
H -26.8087 0.7921 -28.6698
H -25.1409 1.3893 -28.5390
H -26.3548 2.5026 -29.1464
H -26.0140 0.6444 -25.9399
H -24.7973 1.9915 -25.9779
H -27.5418 1.9230 -24.9760
H -26.9124 4.4765 -25.7907
H -25.6087 4.2569 -24.5719
H -27.3628 4.2480 -24.0982
H -25.3815 2.7991 -23.3854
H -26.8546 2.1091 -22.9338
C -22.8527 -4.1095 -24.5205
O -22.4415 -3.5813 -25.7803
C -23.4032 -2.8530 -26.5896
C -22.8000 -2.1929 -27.8463
C -23.7005 -1.1151 -28.5278
N -22.1122 -3.1391 -28.6948
H -21.9170 -4.5338 -24.1564
H -23.6221 -4.8814 -24.4989
H -23.0328 -3.2561 -23.8667
H -24.1075 -3.6482 -26.8341
H -23.9522 -2.2182 -25.8941
H -22.0249 -1.5803 -27.3858
H -23.8302 -0.1832 -27.9775
H -24.7070 -1.5010 -28.6893
H -23.2446 -0.9482 -29.5037
H -22.8438 -3.4623 -29.3115
H -21.8247 -4.0273 -28.3094
C -19.6276 -3.0437 -22.8235
O -18.4439 -2.9776 -23.5908
C -17.4899 -3.9763 -23.0928
C -16.0887 -3.8003 -23.7653
C -15.4991 -2.4290 -23.4088
N -16.1825 -3.7643 -25.2500
H -20.0707 -3.9927 -22.5216
H -20.3209 -2.4359 -23.4048
H -19.5325 -2.4276 -21.9293
H -17.3926 -3.9286 -22.0082
H -17.9262 -4.9553 -23.2910
H -15.2752 -4.4152 -23.3804
H -16.2252 -1.6178 -23.4597
H -14.8055 -2.1406 -24.1987
H -14.9528 -2.3582 -22.4682
H -16.8755 -4.4528 -25.5066
H -16.7774 -2.9491 -25.2893
C -19.6924 -10.4436 -29.2843
O -19.3197 -9.3475 -28.4319
C -17.9941 -9.2935 -28.0498
C -17.9271 -8.1275 -26.9855
N -18.4140 -8.5619 -25.6770
C -18.4643 -7.4449 -24.6634
C -19.3758 -6.2828 -25.1931
O -18.5832 -5.4068 -26.0562
C -19.3085 -4.2714 -26.5773
H -20.6806 -10.3188 -29.7269
H -19.6767 -11.3563 -28.6886
H -19.0263 -10.4768 -30.1465
H -17.4210 -8.9287 -28.9023
H -17.6007 -10.2559 -27.7226
H -18.4773 -7.2896 -27.4136
H -16.9252 -7.7204 -26.8486
H -18.0209 -9.4332 -25.3505
H -17.4923 -7.1429 -24.2733
H -18.9357 -7.8728 -23.7786
H -19.6795 -5.7666 -24.2824
H -20.2876 -6.6410 -25.6710
H -18.7629 -3.5669 -27.2051
H -19.5179 -3.5405 -25.7962
H -20.2540 -4.5884 -27.0172
C -19.2918 -0.3071 -26.1006
O -17.9780 -0.7387 -25.8938
C -16.9760 0.3111 -25.7516
C -17.1860 0.9037 -24.3482
N -15.9723 1.5813 -23.8090
C -14.8079 0.7961 -23.3403
C -13.6145 1.7200 -23.0933
O -13.7977 2.6114 -22.0091
C -13.6333 1.9651 -20.6834
H -19.2809 0.4851 -26.8492
H -19.6583 0.2047 -25.2107
H -19.8917 -1.1144 -26.5206
H -16.7545 1.0342 -26.5366
H -16.0216 -0.2138 -25.7926
H -17.4119 0.1526 -23.5912
H -18.0272 1.5963 -24.3753
H -16.1925 2.3796 -23.2308
H -14.3982 0.0449 -24.0156
H -15.1082 0.3700 -22.3830
H -13.2924 2.0559 -24.0790
H -12.7299 1.1712 -22.7703
H -14.1787 1.0220 -20.7152
H -14.0277 2.7370 -20.0226
H -12.6164 1.6523 -20.4463
C -16.0131 -9.0822 -31.4593
O -16.3057 -7.6456 -31.3528
C -17.6910 -7.3145 -31.6108
C -17.8264 -5.8396 -31.2635
N -19.1750 -5.2568 -31.2707
C -19.6042 -4.9070 -32.6074
C -21.0125 -4.2501 -32.6663
O -20.7485 -2.8727 -32.4427
C -21.8935 -2.0188 -32.3447
H -16.8445 -9.7692 -31.3017
H -15.2684 -9.4497 -30.7533
H -15.6808 -9.1784 -32.4929
H -18.4706 -7.9683 -31.2198
H -17.8423 -7.3283 -32.6902
H -17.2321 -5.2181 -31.9334
H -17.4552 -5.7707 -30.2410
H -19.3950 -4.4868 -30.6552
H -19.5804 -5.8163 -33.2080
H -18.9563 -4.2036 -33.1305
H -21.6810 -4.5738 -31.8686
H -21.5869 -4.4779 -33.5642
H -21.9905 -1.6657 -31.3181
H -22.8859 -2.4197 -32.5513
H -21.6822 -1.2469 -33.0847
C -25.9809 -3.5268 -31.4605
O -25.7142 -3.0360 -32.8097
H -26.7780 -4.2651 -31.3737
H -25.1620 -3.9272 -30.8628
H -26.2567 -2.6218 -30.9193
H -26.2984 -2.3150 -33.0555
C -22.2773 -6.5894 -29.9222
O -23.4619 -5.8081 -30.0389
H -21.9331 -6.7026 -30.9502
H -21.4949 -6.0938 -29.3476
H -22.4372 -7.6456 -29.7050
H -24.2353 -6.1497 -29.5843


Record 2
7
Properties=species:S:1:pos:R:3 method="wB97M-V/def2-TZVPD" charge=0 e_above_lowest_kcal_mol=15.8 homo_lumo_gap_ev=9.54 max_force_ev_per_a=10.1 energy_ha=-1135.4079 e_lumo_ev=-0.80
C 1.2173 0.4234 -0.1343
O 2.2008 0.0354 0.0894
O -1.1272 -1.2154 -0.9496
O 0.2152 0.8698 -0.3993
O -0.8184 -0.5614 1.3722
S -2.9611 0.7972 0.0019
S -1.5256 -0.4269 0.1578


Record 3
109
Properties=species:S:1:pos:R:3 method="wB97M-V/def2-TZVPD" multiplicity=2 charge=+1 homo_lumo_gap_ev="6.27 / 6.23" s2=0.76 max_force_ev_per_a=0.5 energy_ha=-4936.3865 e_lumo_ev="-4.15 / -4.25"
Re -0.4517 -0.3936 0.2409
C 1.5415 -0.1459 4.7686
C 0.0520 -0.4772 4.6814
C -0.7441 0.5753 3.9255
C -0.1294 -1.8885 4.1566
C -0.5916 -2.8195 5.0844
C -0.6194 -4.1726 4.8140
C -0.1523 -4.6167 3.5918
C 0.2844 -3.7296 2.6153
C 0.7885 -4.3413 1.3121
C -0.0906 -5.4877 0.7895
C 2.2162 -4.8816 1.4760
C 0.2571 -2.3375 2.8824
N 0.6620 -1.4666 1.7920
C 1.9861 -1.6240 1.4919
O 2.8911 -1.9148 2.2488
C 2.2699 -1.5220 0.0142
C 3.4384 -1.9243 -0.6034
C 3.5026 -1.8590 -1.9895
C 2.4264 -1.3644 -2.7254
C 1.3032 -0.9633 -2.0346
N 1.2443 -1.0820 -0.7083
C 0.1189 -0.2498 -2.6331
O 0.0473 -0.0763 -3.8292
N -0.7373 0.2530 -1.6741
C -1.6784 1.2370 -2.1586
C -2.9864 0.8561 -2.4810
C -3.8827 1.8525 -2.8609
C -3.5032 3.1808 -2.9187
C -2.1988 3.5338 -2.6219
C -1.2640 2.5727 -2.2544
C 0.1843 2.9793 -2.0617
C 0.8963 3.0737 -3.4167
C 0.3560 4.2948 -1.2995
C -3.4323 -0.5951 -2.4936
C -3.2650 -1.1824 -3.9012
C -4.8826 -0.7839 -2.0440
H 1.6908 0.8464 5.2003
H 2.0188 -0.1939 3.7902
H 2.0547 -0.8711 5.4000
H -0.3304 -0.4879 5.7050
H -0.4555 0.5599 2.8801
H -0.5597 1.5704 4.3380
H -1.8172 0.3798 3.9830
H -0.9024 -2.4644 6.0588
H -0.9722 -4.8746 5.5573
H -0.1296 -5.6780 3.3871
H 0.7847 -3.5660 0.5406
H 0.0774 -6.4037 1.3559
H 0.1681 -5.7055 -0.2471
H -1.1560 -5.2628 0.8333
H 2.2132 -5.6913 2.2082
H 2.9151 -4.1253 1.8205
H 2.5716 -5.2958 0.5304
H 4.2594 -2.2749 0.0049
H 4.3997 -2.1783 -2.5023
H 2.4502 -1.2686 -3.8016
H -4.8960 1.5832 -3.1213
H -4.2178 3.9381 -3.2120
H -1.8966 4.5699 -2.6980
H 0.6750 2.1949 -1.4816
H 0.4558 3.8744 -4.0133
H 0.8096 2.1501 -3.9856
H 1.9535 3.3068 -3.2748
H 0.1246 5.1531 -1.9312
H 1.3923 4.4096 -0.9771
H -0.2935 4.3539 -0.4232
H -2.7871 -1.1578 -1.8121
H -3.9319 -0.6721 -4.5983
H -3.5247 -2.2422 -3.9036
H -2.2477 -1.0679 -4.2675
H -5.5805 -0.3942 -2.7847
H -5.1024 -0.2896 -1.0943
H -5.1074 -1.8448 -1.9376
Br 6.6294 2.2088 1.2512
C 4.7662 1.9582 1.1246
C 4.1938 1.7096 -0.1158
C 2.8293 1.5003 -0.2101
C 2.0444 1.5524 0.9348
C 2.6160 1.8390 2.1653
C 3.9843 2.0299 2.2658
N 0.6205 1.3664 0.8512
C -0.0955 2.3664 1.2378
C -1.5268 2.2347 1.1889
C -2.3993 3.2771 1.4706
C -3.7553 3.0654 1.3222
C -4.1854 1.8168 0.8911
C -3.2619 0.8237 0.6360
N -1.9459 1.0138 0.7957
H 4.8116 1.6828 -1.0023
H 2.3825 1.3213 -1.1796
H 1.9969 1.8818 3.0509
H 4.4381 2.2268 3.2261
H 0.3703 3.2894 1.5671
H -2.0026 4.2330 1.7828
H -4.4643 3.8551 1.5258
H -5.2349 1.6075 0.7415
H -3.5548 -0.1573 0.2946
C -3.2570 -2.3794 2.1705
C -2.3540 -2.8060 1.0323
C -3.0776 -3.5828 -0.0483
O -1.7912 -1.6326 0.4230
H -3.6409 -3.2696 2.6701
H -4.1108 -1.8052 1.8068
H -2.7044 -1.7947 2.9052
H -1.5305 -3.3880 1.4310
H -3.9667 -3.0478 -0.3786
H -3.3906 -4.5488 0.3485
H -2.4283 -3.7608 -0.9066


Record 4
19
Properties=species:S:1:pos:R:3 method="wB97M-V/def2-TZVPD" smiles="CC(C)(C)C#N.C=O" charge=0 e_above_lowest_kcal_mol=59.2 homo_lumo_gap_ev=10.94 max_force_ev_per_a=3.4 energy_ha=-365.1372 e_lumo_ev=0.61
C -0.9245 1.3796 -0.8556
C -0.1913 0.0193 -0.9470
C -0.2350 -0.7681 0.3159
C -0.7041 -0.7421 -2.1840
C 1.3435 0.5260 -1.2492
N 2.4344 0.9249 -1.4241
H -1.9388 1.1084 -0.5186
H -0.4397 2.0301 -0.2005
H -0.7261 1.8270 -1.8757
H 0.3512 -1.7057 0.1690
H -1.2160 -1.2196 0.4581
H 0.1492 -0.3278 1.1822
H -0.2326 -1.8082 -2.1714
H -0.3021 -0.2466 -3.0703
H -1.8107 -0.8030 -2.1543
C 1.1492 -0.0556 3.6580
O 0.7757 0.8021 4.3863
H 0.3520 -0.8657 3.3091
H 2.1656 -0.0752 3.1720


Record 5
225
Properties=species:S:1:pos:R:3 method="wB97M-V/def2-TZVPD" multiplicity=2 charge=-2 homo_lumo_gap_ev="1.89 / 5.35" s2=0.75 max_force_ev_per_a=7.9 energy_ha=-6832.3057 e_lumo_ev="1.70 / 1.70"
C 9.3213 6.2853 1.0091
F 9.7864 6.6931 -0.1878
F 9.8467 7.1012 2.0164
F 7.9510 6.2985 0.8740
S 9.6951 4.4207 1.4410
O 9.5499 3.6229 0.1506
O 11.0687 4.3668 1.9251
N 8.5410 4.1437 2.6781
S 7.6229 3.0680 2.1235
O 6.7129 3.5877 1.0395
O 8.1911 1.7077 1.8581
C 6.2995 2.6412 3.5178
F 5.4632 3.6131 3.8339
F 5.5018 1.6687 3.0129
F 6.8239 2.2067 4.6172
C -2.5581 2.2381 -8.2834
C -1.8803 0.8900 -8.6761
C -2.4614 -0.3837 -7.7735
N -2.6674 -1.7683 -8.5091
C -3.3128 -2.7581 -7.4738
C -2.3964 -2.8866 -6.2808
C -1.0067 -3.4534 -6.6790
C -0.2445 -2.6137 -7.6978
C -1.1933 -2.2329 -8.8565
C -3.5917 -1.7809 -9.7620
H -1.7407 2.9156 -8.0362
H -3.2622 2.2655 -7.4519
H -3.1471 2.5453 -9.1476
H -0.8074 1.0717 -8.6135
H -2.0011 0.7190 -9.7458
H -3.4102 -0.1518 -7.2897
H -1.8658 -0.6302 -6.8945
H -4.2293 -2.2950 -7.1082
H -3.6085 -3.6694 -7.9937
H -2.3777 -1.9698 -5.6915
H -2.7846 -3.6393 -5.5947
H -0.4056 -3.7466 -5.8183
H -1.1049 -4.4320 -7.1490
H 0.1959 -1.7280 -7.2400
H 0.5957 -3.1965 -8.0754
H -0.8428 -1.4258 -9.4999
H -1.2543 -3.1681 -9.4130
H -4.6139 -1.5768 -9.4433
H -3.7007 -2.6869 -10.3581
H -3.2229 -1.0566 -10.4883
C -5.7391 0.5149 -0.2827
C -6.4979 -0.0731 0.9995
C -5.9753 0.4035 2.3520
N -6.6149 -0.0712 3.6273
C -6.8366 -1.6277 3.8322
C -5.5058 -2.4042 4.1168
C -4.6804 -1.8129 5.3038
C -4.4315 -0.2638 5.0946
C -5.8560 0.4115 4.8836
C -8.0581 0.5581 3.6894
H -6.3216 0.2307 -1.1591
H -4.7123 0.2219 -0.5019
H -5.8221 1.5978 -0.1904
H -6.6060 -1.1438 0.8260
H -7.5288 0.2752 1.0626
H -5.8488 1.4859 2.3751
H -5.0371 -0.1159 2.5467
H -7.5285 -1.9679 3.0618
H -7.3058 -1.7045 4.8131
H -4.7473 -2.3463 3.3361
H -5.7480 -3.4535 4.2856
H -3.8450 -2.4940 5.4665
H -5.1739 -1.9581 6.2648
H -3.8954 -0.0441 4.1714
H -3.8960 0.2200 5.9115
H -5.5225 1.4132 4.6123
H -6.5108 0.3716 5.7541
H -8.4450 0.1791 4.6353
H -8.7283 0.5748 2.8300
H -7.8434 1.5822 3.9946
C 2.8722 1.6431 7.0535
C 2.8765 2.7529 5.9661
C 1.7032 3.6788 6.1365
N 1.6722 4.8962 5.1640
C 2.8934 5.7969 5.2111
C 3.0384 6.8271 3.9819
C 2.8758 6.2668 2.6723
C 1.5714 5.5088 2.5615
C 1.3353 4.3854 3.7087
C 0.5027 5.8201 5.5715
H 3.6510 0.9402 6.7576
H 1.9271 1.1599 7.3012
H 3.2260 2.0320 8.0084
H 3.0426 2.4525 4.9315
H 3.7963 3.2985 6.1768
H 1.7531 3.9277 7.1965
H 0.7585 3.1351 6.1339
H 3.6735 5.0486 5.0711
H 2.9293 6.2977 6.1786
H 3.9967 7.3464 3.9726
H 2.3855 7.6681 4.2157
H 3.6270 5.5071 2.4562
H 2.9879 6.9536 1.8334
H 1.5624 4.8808 1.6706
H 0.7330 6.2051 2.5791
H 1.9253 3.4932 3.4991
H 0.3552 3.9150 3.7875
H -0.3180 5.1553 5.8409
H 0.3242 6.4088 4.6717
H 0.8632 6.1923 6.5305
C 2.9139 1.7941 0.2952
C 1.4343 1.2193 0.3799
C 0.5353 1.7301 -0.7696
N -0.8618 1.1421 -0.8229
C -0.9955 -0.3763 -1.0056
C -0.3176 -0.8764 -2.3224
C -0.9367 -0.2616 -3.5339
C -0.9290 1.2786 -3.4082
C -1.6456 1.7056 -2.1053
C -1.6711 1.6593 0.4045
H 3.0374 2.8584 0.4955
H 3.3796 1.6635 -0.6816
H 3.6077 1.4123 1.0442
H 1.0211 1.5620 1.3285
H 1.3919 0.1302 0.3968
H 1.0446 1.5788 -1.7214
H 0.4474 2.8165 -0.7644
H -0.5807 -0.9587 -0.1829
H -2.0432 -0.6767 -1.0001
H 0.7476 -0.6497 -2.2793
H -0.3764 -1.9639 -2.3668
H -0.4669 -0.5011 -4.4878
H -1.9504 -0.6265 -3.6997
H 0.0771 1.6978 -3.4191
H -1.3425 1.8448 -4.2428
H -1.7764 2.7808 -1.9832
H -2.6731 1.3433 -2.0735
H -1.1702 1.0935 1.1901
H -2.7356 1.4992 0.2334
H -1.3279 2.6933 0.3680
C -0.8880 0.9277 4.4371
C -0.3831 -0.2269 5.2328
C 0.1026 -1.3571 4.2384
N 1.1189 -2.2894 4.8332
C 2.3682 -1.7107 5.5280
C 3.3106 -1.0135 4.5039
C 3.7985 -2.1748 3.5346
C 2.5375 -2.7638 2.7923
C 1.5543 -3.3993 3.8071
C 0.4281 -3.1630 5.9817
H -0.0243 1.4821 4.0698
H -1.4184 1.6177 5.0933
H -1.5279 0.6168 3.6113
H -1.2650 -0.6362 5.7255
H 0.3380 0.0905 5.9861
H 0.5743 -0.7993 3.4294
H -0.8490 -1.8266 3.9894
H 2.1740 -0.8629 6.1850
H 2.8927 -2.4869 6.0851
H 2.7434 -0.3060 3.8990
H 4.1336 -0.6038 5.0895
H 4.5574 -1.8255 2.8344
H 4.3748 -2.9307 4.0680
H 2.0430 -1.9801 2.2184
H 2.9169 -3.5085 2.0926
H 0.7460 -3.7401 3.1602
H 2.1051 -4.1561 4.3656
H 1.2148 -3.7811 6.4145
H -0.4453 -3.7534 5.7049
H 0.2017 -2.5335 6.8422
C 6.0689 -6.0246 -5.0477
C 4.8988 -6.8589 -4.4478
C 3.6290 -6.0303 -4.3058
N 2.3917 -6.8767 -4.0720
C 2.5600 -7.7640 -2.8086
C 2.8028 -7.0460 -1.4327
C 1.5657 -6.1306 -1.1944
C 1.2850 -5.1829 -2.3680
C 1.2124 -5.9494 -3.6997
C 2.0523 -7.6715 -5.3152
H 6.8332 -6.7683 -5.2730
H 6.4865 -5.2431 -4.4130
H 5.7465 -5.5873 -5.9926
H 5.1816 -7.2864 -3.4858
H 4.6945 -7.7170 -5.0882
H 3.4518 -5.6178 -5.2991
H 3.5459 -5.1468 -3.6729
H 3.4729 -8.3338 -2.9821
H 1.7008 -8.4330 -2.7605
H 3.6592 -6.3760 -1.5089
H 3.0141 -7.7017 -0.5880
H 1.8620 -5.4633 -0.3850
H 0.7604 -6.8205 -0.9420
H 1.9391 -4.3110 -2.3676
H 0.3876 -4.6131 -2.1271
H 1.1292 -5.2385 -4.5217
H 0.3552 -6.6193 -3.7668
H 1.1091 -8.2134 -5.2462
H 2.8294 -8.3935 -5.5659
H 2.0221 -6.9467 -6.1288
B -1.5078 6.3037 -0.4922
F -0.6587 6.7197 0.5507
F -2.7233 6.0184 0.0048
F -1.7707 7.4207 -1.2880
F -1.0639 5.3466 -1.2915
B -2.7825 4.2267 2.9428
F -2.5690 4.9109 4.0946
F -3.3094 3.0515 3.3805
F -3.6774 5.0393 2.2595
F -1.5549 4.0565 2.2641
B -5.5275 -1.1079 -4.6002
F -5.5821 -0.5382 -5.8344
F -6.7081 -0.9429 -3.9626
F -5.2802 -2.4527 -4.8049
F -4.5971 -0.4288 -3.8095
B 3.6914 2.3067 -3.4807
F 2.9244 1.1169 -3.3432
F 2.9335 3.3655 -3.1742
F 4.6947 2.2111 -2.5157
F 4.1457 2.4010 -4.7817
B -4.9482 4.3159 -1.0965
F -4.5824 4.0456 0.2092
F -4.0008 3.8213 -1.8998
F -6.2084 3.8739 -1.4232
F -4.9196 5.6859 -1.1383
B -1.8309 -2.5836 1.5195
F -0.5319 -2.1535 1.6425
F -2.7115 -1.5767 2.0145
F -2.0559 -2.8705 0.1966
F -1.9599 -3.7104 2.2280